(A)
Formula: H5N3S
Source: the OMol25 dataset
Level of theory: the ωB97M-V functional and the def2-TZVPD basis

Each line ends with the Löwdin charge.
Element x y z (Å)
N  -0.81  1.02  1.03  -0.14
N  1.35  -1.04  -0.70  -0.35
N  -0.42  0.76  -0.23  -0.55
S  -0.34  -0.87  -0.74  0.69
H  -1.28  0.29  1.55  0.06
H  -0.08  1.50  1.55  0.08
H  1.63  -1.80  -0.09  0.01
H  1.76  -1.12  -1.61  0.01
H  -1.59  1.26  -1.23  0.18

Total charge: 0

=====

(B)
Formula: H5N3S
Source: the OMol25 dataset
Level of theory: the ωB97M-V functional and the def2-TZVPD basis

Each line ends with the Löwdin charge.
Element x y z (Å)
N  1.38  -0.44  1.13  -0.16
N  -1.92  0.58  -0.58  -0.42
N  0.49  -0.36  0.06  -0.56
S  -0.49  1.04  -0.05  0.71
H  2.14  0.31  0.98  0.10
H  1.86  -1.37  1.14  0.09
H  -2.15  0.04  -1.38  0.03
H  -2.72  0.65  0.11  0.06
H  1.41  -0.44  -1.42  0.14

Total charge: 0

=====

Relative to the most stable structure, the computed energies are (A) 0.0; (B) 94.2, all in kJ/mol.

=====

(A)
Formula: CH3Cl2FSi
Source: the OMol25 dataset
Level of theory: the ωB97M-V functional and the def2-TZVPD basis

Each line ends with the Löwdin charge.
Element x y z (Å)
C  0.95  -0.13  -0.59  -0.33
F  2.13  0.30  -0.08  -0.09
Si  -0.55  0.54  0.56  0.35
Cl  -2.54  -1.98  -0.08  -0.45
Cl  -1.09  2.37  0.42  0.45
H  0.91  0.16  -1.66  0.09
H  0.72  -1.18  -0.36  0.05
H  -0.52  -0.08  1.79  -0.08

Total charge: 0

=====

(B)
Formula: CH3Cl2FSi
Source: the OMol25 dataset
Level of theory: the ωB97M-V functional and the def2-TZVPD basis

Each line ends with the Löwdin charge.
Element x y z (Å)
C  0.80  -1.48  0.35  -0.23
Si  1.32  0.18  0.24  0.14
F  0.37  1.42  0.58  -0.21
Cl  2.95  1.06  -0.48  0.38
H  -0.13  -1.75  0.83  -0.04
H  1.47  -2.30  0.16  -0.04
Cl  -3.65  1.62  -0.29  0.26
H  -3.13  1.25  -1.39  -0.26

Total charge: 0

=====

Relative to the most stable structure, the computed energies are (A) 248.7; (B) 0.0, all in kJ/mol.

=====

(A)
Formula: CH3Cl2FSi
Source: the OMol25 dataset
Level of theory: the ωB97M-V functional and the def2-TZVPD basis

Each line ends with the Löwdin charge.
Element x y z (Å)
C  -1.05  0.11  0.76  -0.22
F  -2.03  -0.60  0.16  -0.12
Si  0.93  0.13  -0.77  -0.16
Cl  0.81  -1.81  -1.32  0.26
Cl  2.43  0.35  0.56  0.24
H  -1.37  1.15  0.83  0.04
H  -0.77  -0.32  1.71  0.05
H  1.06  1.00  -1.91  -0.09

Total charge: 0

=====

(B)
Formula: CH3Cl2FSi
Source: the OMol25 dataset
Level of theory: the ωB97M-V functional and the def2-TZVPD basis

Each line ends with the Löwdin charge.
Element x y z (Å)
C  -0.17  0.13  -0.36  -0.23
Si  -1.20  1.12  -1.49  -0.33
F  -2.48  0.04  -1.75  -0.25
Cl  -0.28  1.21  -3.24  0.42
Cl  -1.92  2.93  -0.69  0.28
H  -0.53  -0.90  -0.32  0.05
H  0.88  0.14  -0.79  0.05
H  0.09  0.33  0.64  0.01

Total charge: 0

=====

Relative to the most stable structure, the computed energies are (A) 371.5; (B) 0.0, all in kJ/mol.

=====

(A)
Formula: C3H3NO2S2
Source: the OMol25 dataset
Level of theory: the ωB97M-V functional and the def2-TZVPD basis

Each line ends with the Löwdin charge.
Element x y z (Å)
O  -0.51  1.77  0.07  0.09
C  -0.37  0.57  0.03  -0.46
N  0.83  -0.12  0.05  0.03
C  2.05  0.50  -0.01  -0.67
S  3.47  -0.29  -0.04  0.65
C  -1.56  -0.38  0.02  -0.79
O  -1.17  -1.65  0.05  0.00
S  -3.09  0.13  -0.06  0.82
H  0.77  -1.13  0.04  0.12
H  1.97  1.58  -0.09  0.07
H  -1.95  -2.25  0.09  0.14

Total charge: 0

=====

(B)
Formula: C3H3NO2S2
Source: the OMol25 dataset
Level of theory: the ωB97M-V functional and the def2-TZVPD basis

Each line ends with the Löwdin charge.
Element x y z (Å)
O  -1.88  -0.12  1.83  0.10
C  -0.99  0.20  1.10  -0.45
O  -0.47  1.51  1.07  0.05
N  0.50  1.54  0.08  -0.02
C  0.67  0.30  -0.53  -0.67
S  1.69  0.21  -1.98  0.83
C  -0.21  -0.54  0.02  -0.56
S  -0.51  -2.27  -0.23  0.78
H  0.79  2.49  -0.17  0.17
H  2.01  -1.08  -1.77  -0.11
H  -1.60  -2.23  0.59  -0.10

Total charge: 0

=====

Relative to the most stable structure, the computed energies are (A) 0.0; (B) 158.5, all in kJ/mol.